# 1
The following is a DFT calculation (the ωB97M-V functional and the def2-TZVPD basis) of a molecular structure, C26H28I2N10O7SV.

```
75
Properties=species:S:1:pos:R:3:forces:R:3
V 0.4120 -0.3921 0.4288 0.66 -0.52 0.41
I -3.6792 -4.4860 5.3645 -0.01 -0.01 0.00
C -2.2887 -3.3302 4.3305 0.01 0.02 0.00
C -1.7809 -2.1775 4.9116 -0.01 -0.02 -0.02
C -0.8642 -1.4064 4.2135 0.00 0.14 -0.03
I -0.1504 0.3628 5.0612 -0.01 -0.03 0.02
C -0.4248 -1.7685 2.9357 -0.05 -0.10 0.05
O 0.4633 -1.0461 2.2688 -0.01 0.13 -0.11
C -0.9574 -2.9377 2.3698 0.08 -0.03 -0.03
C -0.4721 -3.3089 1.0003 -0.05 0.16 0.07
N -0.6709 -2.1832 0.0497 -0.21 -0.10 -0.08
C -2.1008 -1.8257 -0.1172 0.08 -0.02 0.10
C -2.4701 -0.6083 0.6962 0.00 0.02 -0.01
C -3.7733 -0.3741 1.1055 0.01 -0.02 0.02
C -4.0520 0.7586 1.8491 0.00 0.01 0.00
C -3.0202 1.6250 2.1848 -0.02 -0.01 0.00
C -1.7467 1.3254 1.7513 0.03 -0.04 0.04
N -1.4860 0.2467 1.0059 -0.23 -0.02 -0.06
C -1.8802 -3.7070 3.0594 -0.02 0.01 0.00
H -2.0997 -1.8754 5.8993 0.00 0.00 0.00
H -1.0000 -4.1902 0.6286 -0.01 -0.02 0.03
H 0.5961 -3.5265 1.0097 0.00 0.00 0.00
H -0.2932 -2.4770 -0.8543 0.04 0.10 -0.01
H -2.7367 -2.6592 0.1879 -0.02 0.00 -0.04
H -2.2976 -1.6212 -1.1706 0.00 0.01 0.00
H -4.5499 -1.0847 0.8567 0.00 0.00 0.00
H -5.0621 0.9555 2.1829 0.00 0.00 0.00
H -3.1935 2.5025 2.7904 0.01 0.00 0.00
H -0.8923 1.9329 2.0259 0.00 0.01 -0.02
H -2.2765 -4.6065 2.6039 0.00 0.00 0.00
N 0.8254 2.1601 -0.2882 0.04 0.09 -0.03
N 1.7620 2.1053 -1.3302 -0.10 -0.09 -0.01
C 2.4756 0.9877 -1.5149 0.09 0.12 0.00
N 3.3710 0.9134 -2.4890 -0.03 -0.08 -0.03
N 2.2167 0.0289 -0.6262 -0.14 0.00 -0.13
N 2.8242 -1.1654 -0.6295 0.03 0.02 -0.07
O 3.8078 -1.4387 -1.2741 -0.01 0.00 -0.01
O 2.2409 -1.9319 0.1472 -0.06 -0.03 0.07
H -0.0664 2.4692 -0.6548 0.01 -0.07 -0.01
H 1.2015 2.7424 0.4627 -0.01 0.03 0.03
H 1.8077 2.8523 -2.0053 0.08 0.02 0.05
H 3.4818 1.6560 -3.1572 0.00 0.01 0.01
H 3.8764 0.0465 -2.6052 0.01 0.03 0.01
C 5.1322 4.5617 2.0194 0.00 0.00 0.01
C 3.8015 4.3558 2.7454 0.01 0.00 0.01
C 3.3684 2.9257 2.7416 -0.01 0.02 -0.01
N 2.4663 2.4417 1.9616 0.01 -0.02 0.05
N 2.2739 1.0842 2.0886 -0.06 0.18 -0.09
C 3.0557 0.5642 2.9954 -0.05 -0.07 0.03
N 3.0392 -0.7328 3.3536 0.10 -0.02 -0.09
S 4.0925 1.7240 3.7644 0.01 0.00 0.00
H 5.4009 5.6171 2.0103 0.00 0.00 0.00
H 5.0659 4.2149 0.9877 0.00 0.00 0.00
H 5.9384 4.0141 2.5084 0.00 0.00 0.00
H 3.0098 4.9323 2.2663 0.00 -0.01 -0.01
H 3.8803 4.7092 3.7751 -0.01 0.01 0.00
H 2.3519 -1.3194 2.9010 -0.05 0.02 0.03
H 3.8144 -1.1434 3.8387 -0.02 0.00 0.03
O 0.5856 -1.6734 -2.4484 0.13 -0.10 -0.08
C -0.2011 -0.7236 -2.4352 -0.17 0.06 0.05
O -0.3557 0.0455 -1.4052 -0.16 0.13 -0.08
C -1.0875 -0.4419 -3.6049 0.08 0.03 -0.03
C -1.9865 0.6166 -3.5797 0.01 -0.01 0.03
C -2.8325 0.8813 -4.6596 0.00 0.01 0.00
C -2.7290 0.0419 -5.7408 0.00 0.01 -0.01
O -3.4391 0.0764 -6.8971 0.00 -0.01 0.01
C -2.9159 -0.9702 -7.7232 0.00 0.00 0.00
O -1.9568 -1.6912 -6.9495 -0.01 0.00 0.00
C -1.8340 -1.0199 -5.7683 0.01 -0.01 -0.01
C -0.9991 -1.2921 -4.7212 0.02 0.03 -0.01
H -2.0297 1.2389 -2.6961 -0.01 0.00 -0.01
H -3.5355 1.7021 -4.6519 0.00 -0.01 0.01
H -2.4277 -0.5310 -8.5948 0.01 0.01 0.00
H -3.7256 -1.6378 -8.0139 0.00 0.00 0.00
H -0.2977 -2.1137 -4.7326 0.00 -0.01 0.01
```
Positions in Å, forces in eV/Å.

## Properties
**ΔE to the lowest compared entry with this formula, charge and spin**: 55.6 kJ/mol
**DFT total energy**: -109369.434 eV
**Spin multiplicity**: 3
**Total charge**: +1
**⟨S²⟩**: 2.01



# 2
The following is a DFT calculation (the ωB97M-V functional and the def2-TZVPD basis) of a molecular structure, C8H12F12InN2O12S4 at a distorted geometry.

```
51
Properties=species:S:1:pos:R:3:forces:R:3
In 0.0892 0.3831 -0.0893 0.15 -0.50 0.18
C -1.0643 -3.8412 2.0273 -0.27 1.82 0.62
F -1.9439 -4.8047 2.1390 0.24 -0.64 0.08
F -0.1011 -3.9318 2.9941 -1.02 -0.30 -1.64
F -0.5314 -3.8427 0.7946 0.14 -0.47 0.72
S -2.0617 -2.2064 2.2061 -0.01 -2.56 2.54
O -2.8310 -2.0930 1.0321 0.03 0.98 -2.07
O -2.8649 -2.4290 3.4171 1.72 1.08 -1.66
N -0.7507 -1.1377 2.2879 -1.99 -1.36 -0.01
S -0.4780 -0.9410 3.8545 2.26 1.48 4.39
O -0.6229 -2.0224 4.8464 0.28 1.58 -2.56
O 0.7572 -0.1562 3.9882 -1.03 -0.79 -0.91
C -1.8205 0.3031 4.4154 2.31 1.01 -0.89
F -2.3842 0.8250 3.3455 -1.15 0.00 -1.23
F -2.6733 -0.2876 5.1436 -1.50 -0.59 1.56
F -1.3059 1.3996 5.0170 0.29 -0.92 0.65
C 2.9279 -0.8056 -3.6192 0.18 -0.18 -1.87
F 3.4328 -1.1622 -4.8365 -0.54 -0.08 1.45
F 3.0412 -1.8405 -2.7548 -0.07 1.26 -0.76
F 3.6093 0.2553 -3.2215 -0.10 -0.79 0.66
S 1.0674 -0.3857 -3.9502 -1.73 -2.34 -1.56
O 0.8142 -0.1276 -5.3795 1.39 0.76 3.04
O 0.3290 -1.5826 -3.5512 1.04 1.60 1.20
N 0.8598 0.8840 -2.7575 -0.33 -2.55 -0.60
S 1.2665 2.2572 -3.4153 0.02 3.60 -1.97
O 1.4461 3.3061 -2.4324 -0.39 -1.09 -0.14
O 2.2840 2.1126 -4.4358 -0.97 -0.03 0.84
C -0.3944 2.8134 -4.3858 1.84 -1.62 -0.66
F -0.0655 3.7520 -5.3314 -0.94 -1.04 1.76
F -0.9887 1.7629 -4.9868 0.64 0.79 -0.14
F -1.2417 3.1751 -3.4566 -0.37 1.47 0.10
C -2.2566 3.5143 -0.3808 -2.03 -1.91 -0.66
C -2.8028 2.7234 0.8269 0.38 0.94 0.40
O -2.5555 1.3130 0.8638 0.93 0.73 -1.16
O -0.9145 3.2872 -0.7251 0.28 -0.21 0.92
H -2.5854 4.5491 -0.2858 0.52 0.13 0.26
H -2.8608 3.1059 -1.1909 0.04 0.16 -0.59
H -3.8887 2.8173 0.8345 0.00 0.55 -0.13
H -2.3984 3.2396 1.6975 0.02 -0.45 0.57
H -3.2691 0.9479 1.3921 0.19 -0.50 0.02
H -0.4637 4.1280 -0.8320 0.38 -0.08 -0.10
C 2.4604 -2.6981 0.7162 0.88 1.07 1.25
C 3.2989 -1.3274 1.0484 -1.45 -2.37 0.94
O 2.4372 -0.3425 1.5439 -1.57 1.61 -1.28
O 1.4379 -2.3646 -0.1977 0.30 0.78 -0.82
H 1.9268 -3.1932 1.5274 0.32 0.75 0.95
H 3.1565 -3.4919 0.4451 0.18 0.25 -1.01
H 3.8098 -1.0086 0.1398 0.05 0.07 0.19
H 3.8911 -1.3854 1.9616 1.32 -1.36 -0.90
H 2.5049 -0.3450 2.5015 -0.77 0.21 0.26
H 1.2718 -3.1006 -0.7913 -0.12 0.06 -0.23
```
Positions in Å, forces in eV/Å.

## Properties
**DFT total energy**: -117156.689 eV
**Spin multiplicity**: 2
**Total charge**: 0
**⟨S²⟩**: 0.76



# 3
The following is a DFT calculation (the ωB97M-V functional and the def2-TZVPD basis) of C12H24N2O2 in the gas phase.

```
40
Properties=species:S:1:pos:R:3:forces:R:3
C 2.5085 -2.9044 1.8147 -0.01 0.01 -0.13
H 3.5686 -2.8449 1.5777 0.09 0.00 0.05
H 2.2949 -3.8956 2.2079 0.02 -0.08 0.06
H 2.2834 -2.1697 2.5845 0.03 0.04 0.10
C 1.6665 -2.6415 0.5665 -0.06 -0.18 0.07
C 0.1951 -2.8006 0.9128 0.45 0.15 -0.25
O -0.3940 -3.8616 0.8306 -0.09 -0.40 -0.03
N -0.3759 -1.6692 1.3734 -0.18 0.51 0.18
H 0.1389 -0.8015 1.3106 0.09 -0.11 -0.08
C -1.7619 -1.6130 1.7751 -0.30 -0.18 -0.11
C -2.5689 -0.6232 0.9323 0.21 0.04 0.29
H -3.6335 -0.8267 1.0634 -0.06 0.01 -0.04
H -2.3257 -0.7930 -0.1178 -0.04 -0.07 -0.07
C -2.2751 0.8264 1.3196 -0.24 -0.04 -0.21
H -2.7167 1.0237 2.2987 0.06 -0.02 0.07
H -1.1969 0.9581 1.4123 0.09 0.07 0.09
C -2.8227 1.8332 0.3047 0.15 -0.04 -0.02
C -1.9433 1.9374 -0.9429 -0.06 0.09 0.21
H -2.4904 2.4444 -1.7399 0.02 -0.06 -0.08
C -0.6259 2.6784 -0.6610 -0.20 -0.17 0.13
N 0.4900 2.1174 -1.3910 -0.04 0.31 -0.25
C 1.2579 1.1422 -0.8710 0.32 -0.05 -0.43
O 1.1085 0.7326 0.2686 -0.06 -0.12 0.42
C 2.3370 0.5687 -1.7740 0.02 0.02 -0.01
C 2.7224 1.3975 -2.9928 0.01 -0.12 0.13
H 1.9229 1.4264 -3.7315 -0.04 0.05 -0.11
H 3.5910 0.9510 -3.4715 0.02 0.02 -0.09
H 2.9815 2.4147 -2.7063 0.03 0.09 -0.04
H 3.2138 0.4062 -1.1431 -0.13 -0.04 0.04
H 1.9896 -0.4192 -2.0920 0.03 0.00 0.09
H 0.5807 2.3558 -2.3640 0.14 -0.05 0.06
H -0.7124 3.7372 -0.9143 0.02 -0.05 0.06
H -0.3723 2.5938 0.3974 -0.03 0.10 -0.10
H -1.7062 0.9316 -1.2938 0.02 0.00 -0.07
H -2.8955 2.8202 0.7668 -0.10 0.06 0.00
H -3.8300 1.5314 0.0104 -0.08 0.07 0.04
H -2.1527 -2.6263 1.6512 0.04 0.15 0.11
H -1.8277 -1.3365 2.8342 -0.07 -0.07 -0.04
H 1.9202 -3.3683 -0.2063 -0.11 0.04 -0.01
H 1.8562 -1.6332 0.1997 0.01 0.00 -0.04
```
Positions in Å, forces in eV/Å.

## Properties
**ΔE to the lowest compared entry with this formula, charge and spin**: 0.0 kJ/mol
**DFT total energy**: -19910.245 eV
**Spin multiplicity**: 1
**Total charge**: 0
**SMILES**: CCC(=O)NCCCCCCNC(=O)CC



# 4
The following is a DFT calculation (the ωB97M-V functional and the def2-TZVPD basis) of C10H12IO3P in the gas phase at a distorted geometry.

```
27
Properties=species:S:1:pos:R:3:forces:R:3
C -0.0275 3.8002 -0.0741 -0.09 -2.15 -1.47
C -1.0425 2.7647 -0.0523 0.42 1.41 1.80
C 1.3399 3.4670 -0.3598 -2.93 -0.45 -0.12
C -0.7171 1.4318 -0.1010 1.71 -0.63 -1.73
C 1.5574 2.1400 -0.7025 1.65 -1.67 -0.14
C 0.6011 1.1099 -0.5883 -1.90 3.38 1.15
C 0.6105 -3.5848 -0.2977 -0.26 -1.30 -1.17
C 0.9907 -0.2737 -0.7459 0.80 -1.26 -1.33
C 1.7200 -0.5303 0.5113 -1.51 -1.45 0.31
C -2.2934 -1.5557 1.3933 2.62 2.69 0.60
O -2.0086 -2.7682 -1.3336 2.06 -0.05 1.09
O -0.1625 -1.0304 -1.0140 -1.99 -2.62 0.58
O -1.1060 -2.2981 1.0980 1.03 -0.60 -1.96
P -0.7826 -2.5113 -0.5112 -0.40 2.56 0.06
I 3.6745 -0.8682 0.5093 1.19 -0.18 0.19
H -0.3980 4.7880 -0.2309 0.11 0.81 0.71
H -2.0864 2.9845 0.2695 0.89 0.30 -0.62
H 2.0965 4.2236 -0.4297 0.21 0.14 -0.05
H -1.4532 0.6245 -0.0066 0.36 0.67 -0.07
H 2.5822 1.7548 -1.0235 -1.27 0.93 0.41
H 1.0992 -4.2782 -1.0312 -0.57 1.31 0.37
H 0.5621 -4.0301 0.6681 0.28 -0.09 0.85
H 1.5650 -0.4316 -1.6691 0.60 0.35 0.45
H 1.0664 -0.9224 1.2962 0.57 0.29 0.15
H -2.5447 -1.9409 2.3641 -1.13 -0.03 0.07
H -2.9056 -1.6431 0.5247 -1.34 -0.04 0.06
H -1.9375 -0.4219 1.5370 -1.11 -2.34 -0.20
```
Positions in Å, forces in eV/Å.

## Properties
**ΔE to the lowest compared entry with this formula, charge and spin**: 283.1 kJ/mol
**DFT total energy**: -34093.268 eV
**Spin multiplicity**: 1
**Total charge**: 0



# 5
The following is a DFT calculation (the ωB97M-V functional and the def2-TZVPD basis) of a molecular structure, C8H6BeO6 at a distorted geometry.

```
21
Properties=species:S:1:pos:R:3:forces:R:3
O -1.4999 0.1263 -4.6291 1.56 -0.13 4.80
C -1.1462 0.0965 -3.5383 -3.52 0.29 -10.88
Be -0.6862 0.0584 -2.1138 0.06 -0.02 -0.06
O -1.8962 1.6708 -0.2633 2.39 -3.54 -4.99
C -1.4432 1.0188 -1.1331 -7.50 9.16 8.61
C 0.4905 -0.9369 -1.8050 10.61 -9.16 1.90
O 1.3553 -1.6252 -1.4150 -4.46 3.49 -2.21
C 0.4512 1.0985 -1.8660 10.37 9.87 1.27
O 1.3020 1.8271 -1.5265 -4.20 -3.59 -1.72
C -1.4739 -1.0125 -1.3005 -7.94 -10.12 6.68
O -1.9791 -1.7711 -0.5650 2.52 3.76 -3.70
C -0.1848 -0.9646 2.4377 0.21 0.16 0.14
C 0.4832 -0.0364 1.4883 -0.38 -0.18 -0.79
C 1.5924 0.8453 1.9086 -0.23 -0.31 0.32
O 0.0950 -0.0072 0.2908 0.25 -0.01 0.75
H 0.2561 -0.8862 3.4256 -0.06 -0.08 0.07
H -0.0815 -1.9926 2.0789 -0.10 0.04 -0.02
H -1.2479 -0.7161 2.4991 0.00 -0.09 -0.05
H 2.4793 0.6170 1.3364 0.34 -0.02 -0.32
H 1.3221 1.8756 1.7381 -0.07 0.47 -0.18
H 1.8118 0.7143 2.9523 0.15 0.01 0.39
```
Positions in Å, forces in eV/Å.

## Properties
**DFT total energy**: -21053.559 eV
**Spin multiplicity**: 1
**Total charge**: +2



# 6
The following is a DFT calculation (the ωB97M-V functional and the def2-TZVPD basis) of a gas-phase ion, C5H14NO (charge +1) at a distorted geometry.

```
21
Properties=species:S:1:pos:R:3:forces:R:3
C -0.9820 -1.4008 -0.9010 -0.56 0.40 0.02
O -0.0694 -2.0853 -1.7028 0.12 -4.99 -0.88
C -0.0541 -0.7095 0.1294 -0.04 0.00 1.34
C -0.4779 0.7038 0.5702 -1.28 -0.72 2.01
C -0.4381 1.7898 -0.4088 -1.19 0.85 -0.69
C 0.3079 1.0621 1.8052 -1.60 1.78 2.40
N 1.4037 -0.7011 -0.4628 -0.50 -0.50 -0.26
H -1.6185 -0.7121 -1.5571 1.22 -0.49 0.93
H -1.7300 -2.0632 -0.4244 0.55 0.34 0.08
H -0.0548 -3.1412 -1.5353 -0.40 3.80 -0.63
H 0.0540 -1.3095 1.1092 -0.19 0.65 -1.68
H -1.5448 0.5493 0.9336 1.02 0.12 -0.66
H -1.0784 1.6152 -1.2040 -0.58 -1.22 -2.49
H 0.4930 2.1355 -0.6952 2.38 -0.02 -0.98
H -0.8895 2.7573 -0.2784 -0.47 0.47 2.03
H -0.1954 0.5273 2.7144 1.69 0.79 -1.42
H 1.3634 0.9125 1.6509 0.53 -0.41 0.52
H 0.2327 2.2033 2.0291 -0.05 -2.00 -0.35
H 1.3817 -0.3111 -1.4290 0.23 -0.46 0.81
H 2.0340 -0.1866 0.1244 0.11 1.04 0.39
H 1.8625 -1.6357 -0.4675 -0.99 0.56 -0.50
```
Positions in Å, forces in eV/Å.

## Properties
**ΔE to the lowest compared entry with this formula, charge and spin**: 235.6 kJ/mol
**DFT total energy**: -8941.566 eV
**Spin multiplicity**: 1
**Total charge**: +1
**SMILES**: CC(C)[C@H]([NH3+])CO



Among the records above, which one has the highest spin multiplicity?
C26H28I2N10O7SV



Look up the spin multiplicity of the fourth one.
1